# 1
{"formula": "C19H26N2O6", "method": "wB97M-V/def2-TZVPD", "homo_ev": -8.940, "smiles": "O=C(O)C[C@H]1CCC[C@@H]1C(=O)c1ccccc1O.CNC(=O)CNC(C)=O", "energy_ev": -35391.70770, "mol_weight_g_mol": 378.4, "gap_ev": 8.88, "symbols": ["O", "O", "O", "O", "O", "O", "C", "C", "C", "C", "C", "C", "C", "C", "C", "C", "N", "N", "C", "C", "C", "C", "C", "C", "C", "C", "C", "H", "H", "H", "H", "H", "H", "H", "H", "H", "H", "H", "H", "H", "H", "H", "H", "H", "H", "H", "H", "H", "H", "H", "H", "H", "H"], "xyz": [[1.679, -2.105, 4.317], [2.937, 3.311, 4.657], [-2.829, 2.471, -4.549], [-0.360, 0.264, -4.807], [-3.109, 2.112, -2.337], [1.944, 0.972, -3.906], [1.468, -0.911, 4.437], [2.931, 2.089, 4.569], [-3.193, 1.754, -3.637], [-0.638, -0.304, -3.753], [1.837, 0.491, -0.300], [0.596, -0.124, -0.137], [2.262, 0.844, -1.578], [-0.213, -0.384, -1.249], [1.462, 0.590, -2.689], [0.202, -0.037, -2.553], [3.762, 1.316, 5.282], [2.001, -0.054, 3.568], [0.614, -0.405, 5.583], [4.730, 1.831, 6.249], [1.938, 1.416, 3.609], [-3.811, 0.397, -3.963], [-3.016, -3.141, -2.813], [-1.633, -2.673, -3.276], [-3.992, -2.008, -3.129], [-1.846, -1.259, -3.836], [-3.135, -0.748, -3.180], [-2.686, 2.985, -2.351], [1.213, 0.845, -4.557], [2.471, 0.698, 0.555], [0.255, -0.405, 0.855], [3.222, 1.327, -1.728], [-1.168, -0.863, -1.067], [3.708, 0.318, 5.147], [2.530, -0.484, 2.824], [0.259, -1.260, 6.157], [1.204, 0.242, 6.229], [-0.242, 0.140, 5.188], [4.203, 2.281, 7.093], [5.369, 1.024, 6.612], [5.350, 2.598, 5.780], [0.934, 1.735, 3.885], [2.142, 1.803, 2.611], [-3.749, 0.214, -5.040], [-4.869, 0.446, -3.695], [-3.314, -4.065, -3.320], [-2.999, -3.333, -1.735], [-1.234, -3.335, -4.052], [-0.932, -2.689, -2.438], [-4.783, -1.933, -2.375], [-4.461, -2.185, -4.103], [-2.057, -1.388, -4.903], [-2.954, -0.423, -2.153]]}

***

# 2
{"formula": "C19H26N3O", "method": "wB97M-V/def2-TZVPD", "homo_ev": -10.597, "energy_ev": -26633.82952, "mol_weight_g_mol": 312.4, "gap_ev": 7.00, "total_charge": 1, "symbols": ["C", "N", "C", "C", "N", "C", "C", "C", "C", "C", "C", "C", "C", "C", "C", "C", "O", "H", "H", "H", "H", "H", "H", "H", "H", "H", "H", "H", "H", "H", "H", "H", "C", "C", "C", "C", "C", "N", "H", "H", "H", "H", "H", "H", "H", "H", "H", "H", "H"], "xyz": [[-0.406, 1.361, 3.518], [-1.490, 0.404, 3.577], [-2.367, 0.379, 4.649], [-3.336, -0.511, 4.339], [-3.051, -1.010, 3.081], [-3.915, -1.968, 2.436], [-1.857, -0.517, 2.639], [-1.378, -0.634, 1.241], [0.046, -0.457, 0.897], [0.454, 0.227, -0.243], [1.785, 0.855, -0.218], [2.017, 2.090, -0.896], [3.268, 2.713, -0.801], [4.255, 2.216, 0.069], [3.994, 1.050, 0.809], [2.780, 0.373, 0.662], [-2.250, -0.813, 0.363], [0.339, 1.047, 2.786], [-0.776, 2.363, 3.252], [0.039, 1.406, 4.518], [-2.247, 0.978, 5.535], [-4.192, -0.812, 4.912], [-3.603, -2.095, 1.398], [-3.857, -2.907, 2.998], [-4.951, -1.608, 2.481], [0.774, -0.790, 1.637], [-0.340, 0.852, -0.747], [1.163, 2.638, -1.367], [3.435, 3.636, -1.375], [5.193, 2.751, 0.195], [4.708, 0.678, 1.552], [2.564, -0.462, 1.355], [1.664, 0.548, -3.806], [1.025, -0.527, -2.979], [0.484, -1.651, -3.862], [-0.791, -2.176, -3.212], [-1.314, -1.005, -2.395], [-0.161, -0.041, -2.197], [2.388, 0.093, -4.489], [0.905, 1.003, -4.438], [2.153, 1.321, -3.215], [1.780, -0.953, -2.316], [0.248, -1.239, -4.845], [1.252, -2.416, -3.987], [-1.573, -2.470, -3.928], [-0.534, -3.024, -2.564], [-2.100, -0.432, -2.942], [-1.757, -1.299, -1.439], [-0.467, 0.833, -2.640]]}

***

# 3
{"formula": "C19H26N3O5PZn", "method": "wB97M-V/def2-TZVPD", "homo_ev": -6.904, "energy_ev": -92540.23675, "mol_weight_g_mol": 472.8, "gap_ev": 6.79, "symbols": ["Zn", "C", "C", "N", "C", "C", "N", "C", "C", "N", "H", "H", "H", "H", "H", "H", "H", "H", "H", "H", "H", "H", "H", "H", "H", "O", "C", "C", "O", "C", "C", "O", "C", "O", "O", "C", "P", "C", "C", "C", "C", "C", "C", "C", "H", "H", "H", "H", "H", "H", "H", "H", "H", "H", "H"], "xyz": [[-0.707, 0.266, 0.703], [-1.792, -0.999, -1.967], [-2.095, 0.500, -1.967], [-2.380, 0.998, -0.625], [-3.683, 0.669, -0.046], [-3.706, -0.738, 0.582], [-2.464, -1.016, 1.301], [-1.945, -2.377, 1.191], [-1.222, -2.626, -0.169], [-0.867, -1.388, -0.884], [-1.376, -1.269, -2.940], [-2.716, -1.565, -1.861], [-2.919, 0.688, -2.666], [-1.220, 1.042, -2.330], [-2.206, 1.995, -0.580], [-4.491, 0.750, -0.781], [-3.876, 1.402, 0.737], [-3.837, -1.495, -0.191], [-4.576, -0.820, 1.237], [-2.509, -0.734, 2.274], [-2.725, -3.132, 1.323], [-1.230, -2.501, 2.004], [-1.827, -3.270, -0.810], [-0.301, -3.172, 0.036], [0.065, -1.473, -1.269], [1.361, 4.431, 4.547], [0.914, 3.617, 3.789], [0.750, 3.776, 2.279], [1.032, 4.756, 1.625], [0.183, 2.511, 1.815], [0.000, 1.616, 2.877], [-0.470, 0.419, 2.693], [0.428, 2.212, 4.147], [0.412, 1.719, 5.251], [-0.103, 2.190, 0.585], [3.015, 1.087, 1.041], [1.933, -0.284, 0.506], [2.831, -1.734, 1.165], [2.239, -0.350, -1.291], [1.770, 0.735, -2.045], [1.863, 0.720, -3.428], [2.402, -0.385, -4.081], [2.853, -1.469, -3.345], [2.773, -1.452, -1.955], [4.040, 0.924, 0.708], [2.986, 1.142, 2.130], [2.642, 2.031, 0.644], [3.876, -1.743, 0.850], [2.353, -2.669, 0.869], [2.785, -1.666, 2.253], [1.328, 1.588, -1.533], [1.516, 1.571, -4.001], [2.472, -0.396, -5.161], [3.276, -2.328, -3.850], [3.142, -2.301, -1.390]]}

***

# 4
{"formula": "C19H26N4O3", "method": "wB97M-V/def2-TZVPD", "homo_ev": -9.625, "smiles": "CO[C@]1(C(=O)NC[C@H](C)C(C)C)CCN(C(=O)c2cncc(C#N)c2)C1", "energy_ev": -32228.25792, "mol_weight_g_mol": 358.4, "gap_ev": 9.54, "symbols": ["C", "O", "C", "C", "O", "N", "C", "C", "C", "C", "C", "C", "C", "C", "N", "C", "O", "C", "C", "N", "C", "C", "C", "N", "C", "C", "H", "H", "H", "H", "H", "H", "H", "H", "H", "H", "H", "H", "H", "H", "H", "H", "H", "H", "H", "H", "H", "H", "H", "H", "H", "H"], "xyz": [[1.268, 2.904, -1.108], [1.180, 1.596, -0.573], [1.341, 1.446, 0.830], [1.322, -0.064, 1.156], [1.463, -0.403, 2.319], [1.134, -0.865, 0.096], [1.180, -2.327, 0.006], [1.713, -3.080, 1.224], [3.210, -2.809, 1.371], [1.402, -4.582, 1.064], [-0.092, -4.875, 1.218], [2.172, -5.431, 2.075], [0.268, 2.183, 1.649], [0.872, 3.537, 2.045], [2.296, 3.423, 1.717], [2.989, 4.549, 1.422], [2.484, 5.659, 1.458], [4.435, 4.405, 1.041], [5.317, 3.549, 1.690], [6.614, 3.467, 1.404], [7.082, 4.243, 0.437], [6.284, 5.148, -0.263], [6.861, 5.966, -1.293], [7.325, 6.613, -2.121], [4.937, 5.241, 0.057], [2.651, 2.054, 1.348], [1.002, 2.823, -2.160], [0.573, 3.594, -0.624], [2.282, 3.307, -1.037], [1.056, -0.369, -0.777], [0.172, -2.671, -0.234], [1.811, -2.574, -0.853], [1.202, -2.722, 2.118], [3.769, -3.308, 0.573], [3.420, -1.742, 1.316], [3.593, -3.163, 2.326], [1.716, -4.888, 0.057], [-0.426, -4.597, 2.221], [-0.713, -4.341, 0.500], [-0.288, -5.940, 1.088], [1.957, -5.100, 3.094], [1.875, -6.477, 1.996], [3.250, -5.380, 1.925], [-0.648, 2.283, 1.068], [0.052, 1.586, 2.533], [0.452, 4.379, 1.495], [0.744, 3.747, 3.107], [4.969, 2.911, 2.494], [8.137, 4.158, 0.204], [4.286, 5.953, -0.434], [2.977, 1.481, 2.218], [3.427, 2.028, 0.584]]}

***

# 5
{"formula": "C19H26N4O5S", "method": "wB97M-V/def2-TZVPD", "homo_ev": -7.608, "smiles": "CCN(CC)S(=O)(=O)c1ccc(N/N=C/c2ccc(OC)c(OC)c2OC)nc1", "energy_ev": -47155.45098, "mol_weight_g_mol": 422.5, "gap_ev": 7.94, "symbols": ["C", "H", "H", "H", "C", "N", "S", "O", "O", "C", "C", "N", "C", "N", "N", "C", "C", "C", "C", "C", "C", "C", "O", "C", "H", "H", "H", "O", "C", "H", "H", "H", "O", "C", "H", "H", "H", "H", "H", "H", "H", "C", "C", "H", "H", "H", "C", "C", "H", "H", "H", "H", "H", "H", "H"], "xyz": [[-0.006, -8.251, 1.352], [-0.489, -8.500, 2.293], [-0.644, -8.573, 0.533], [0.943, -8.778, 1.293], [0.220, -6.746, 1.244], [-1.024, -6.018, 1.311], [-1.745, -5.531, -0.091], [-3.140, -5.329, 0.179], [-1.355, -6.446, -1.122], [-1.015, -3.941, -0.447], [0.184, -3.844, -1.127], [0.785, -2.693, -1.365], [0.196, -1.574, -0.935], [0.869, -0.426, -1.211], [0.411, 0.779, -0.859], [1.092, 1.814, -1.172], [0.653, 3.142, -0.821], [-0.537, 3.336, -0.130], [-0.965, 4.597, 0.222], [-0.203, 5.706, -0.125], [0.995, 5.545, -0.851], [1.436, 4.263, -1.190], [2.579, 3.953, -1.853], [3.503, 4.937, -2.266], [3.835, 5.556, -1.432], [4.347, 4.374, -2.667], [3.092, 5.574, -3.052], [1.753, 6.658, -1.173], [1.154, 7.573, -2.070], [1.917, 8.322, -2.277], [0.278, 8.056, -1.632], [0.863, 7.077, -3.003], [-0.531, 6.988, 0.196], [-1.680, 7.218, 0.975], [-1.713, 8.295, 1.136], [-1.617, 6.710, 1.942], [-2.590, 6.902, 0.454], [-1.886, 4.712, 0.769], [-1.117, 2.467, 0.132], [2.035, 1.730, -1.719], [1.747, -0.522, -1.726], [-1.033, -1.566, -0.251], [-1.638, -2.777, -0.008], [-2.588, -2.854, 0.499], [-1.460, -0.626, 0.053], [0.671, -4.729, -1.508], [-1.532, -5.545, 2.572], [-0.773, -4.338, 3.125], [-0.791, -3.515, 2.414], [-1.237, -4.009, 4.052], [0.264, -4.592, 3.332], [-2.575, -5.283, 2.390], [-1.504, -6.364, 3.298], [0.677, -6.520, 0.279], [0.890, -6.398, 2.036]]}

***

Which formula does entry 5 have?
C19H26N4O5S

***

Repeat the first record exactly.
{"formula": "C19H26N2O6", "method": "wB97M-V/def2-TZVPD", "homo_ev": -8.940, "smiles": "O=C(O)C[C@H]1CCC[C@@H]1C(=O)c1ccccc1O.CNC(=O)CNC(C)=O", "energy_ev": -35391.70770, "mol_weight_g_mol": 378.4, "gap_ev": 8.88, "symbols": ["O", "O", "O", "O", "O", "O", "C", "C", "C", "C", "C", "C", "C", "C", "C", "C", "N", "N", "C", "C", "C", "C", "C", "C", "C", "C", "C", "H", "H", "H", "H", "H", "H", "H", "H", "H", "H", "H", "H", "H", "H", "H", "H", "H", "H", "H", "H", "H", "H", "H", "H", "H", "H"], "xyz": [[1.679, -2.105, 4.317], [2.937, 3.311, 4.657], [-2.829, 2.471, -4.549], [-0.360, 0.264, -4.807], [-3.109, 2.112, -2.337], [1.944, 0.972, -3.906], [1.468, -0.911, 4.437], [2.931, 2.089, 4.569], [-3.193, 1.754, -3.637], [-0.638, -0.304, -3.753], [1.837, 0.491, -0.300], [0.596, -0.124, -0.137], [2.262, 0.844, -1.578], [-0.213, -0.384, -1.249], [1.462, 0.590, -2.689], [0.202, -0.037, -2.553], [3.762, 1.316, 5.282], [2.001, -0.054, 3.568], [0.614, -0.405, 5.583], [4.730, 1.831, 6.249], [1.938, 1.416, 3.609], [-3.811, 0.397, -3.963], [-3.016, -3.141, -2.813], [-1.633, -2.673, -3.276], [-3.992, -2.008, -3.129], [-1.846, -1.259, -3.836], [-3.135, -0.748, -3.180], [-2.686, 2.985, -2.351], [1.213, 0.845, -4.557], [2.471, 0.698, 0.555], [0.255, -0.405, 0.855], [3.222, 1.327, -1.728], [-1.168, -0.863, -1.067], [3.708, 0.318, 5.147], [2.530, -0.484, 2.824], [0.259, -1.260, 6.157], [1.204, 0.242, 6.229], [-0.242, 0.140, 5.188], [4.203, 2.281, 7.093], [5.369, 1.024, 6.612], [5.350, 2.598, 5.780], [0.934, 1.735, 3.885], [2.142, 1.803, 2.611], [-3.749, 0.214, -5.040], [-4.869, 0.446, -3.695], [-3.314, -4.065, -3.320], [-2.999, -3.333, -1.735], [-1.234, -3.335, -4.052], [-0.932, -2.689, -2.438], [-4.783, -1.933, -2.375], [-4.461, -2.185, -4.103], [-2.057, -1.388, -4.903], [-2.954, -0.423, -2.153]]}